{"formula": "C38H26LiN7O6", "method": "ωB97M-V/def2-TZVPD", "symbols": ["Li", "O", "C", "N", "C", "C", "C", "C", "C", "C", "N", "C", "O", "C", "C", "C", "C", "C", "N", "C", "C", "C", "C", "C", "N", "H", "H", "H", "H", "H", "H", "H", "H", "H", "H", "H", "H", "O", "C", "O", "C", "C", "C", "C", "O", "C", "O", "C", "C", "H", "H", "H", "H", "H", "N", "C", "C", "C", "C", "C", "C", "N", "C", "C", "C", "C", "N", "C", "C", "H", "H", "H", "H", "H", "H", "H", "H", "H"], "coordinates": [[0.183, -2.108, 0.735], [0.021, 0.393, 3.078], [-0.914, -0.358, 2.709], [-0.839, -1.670, 2.597], [-1.927, -2.546, 2.673], [-2.658, -2.666, 3.851], [-3.553, -3.718, 4.073], [-3.709, -4.683, 3.093], [-3.034, -4.553, 1.879], [-2.189, -3.466, 1.608], [-1.746, -3.196, 0.341], [-1.211, -4.017, -0.546], [-1.414, -4.029, -1.774], [-0.078, -4.925, -0.047], [0.332, -6.026, -0.792], [1.429, -6.750, -0.360], [2.104, -6.329, 0.779], [1.632, -5.208, 1.443], [0.553, -4.532, 1.058], [-2.169, 0.398, 2.237], [-2.320, 1.740, 2.592], [-3.354, 2.470, 2.035], [-4.208, 1.845, 1.135], [-3.989, 0.504, 0.854], [-3.001, -0.205, 1.393], [-2.467, -1.942, 4.638], [-4.100, -3.785, 5.007], [-4.366, -5.532, 3.261], [-3.193, -5.279, 1.088], [-0.206, -6.267, -1.699], [1.768, -7.620, -0.912], [2.987, -6.849, 1.132], [2.141, -4.829, 2.324], [-1.606, 2.172, 3.279], [-3.495, 3.515, 2.288], [-5.020, 2.384, 0.662], [-4.626, -0.032, 0.154], [3.809, -2.197, -1.081], [2.576, -2.055, -1.141], [1.737, -2.262, -0.220], [2.010, -1.547, -2.474], [2.880, -0.997, -3.403], [2.434, -0.490, -4.630], [1.085, -0.563, -4.866], [0.390, -0.147, -5.986], [-0.985, -0.408, -5.703], [-1.077, -1.039, -4.441], [0.216, -1.110, -3.948], [0.635, -1.621, -2.748], [3.931, -0.970, -3.145], [3.112, -0.062, -5.358], [-1.394, -1.064, -6.477], [-1.540, 0.535, -5.688], [-0.059, -2.075, -2.052], [2.260, 4.955, 1.044], [2.377, 6.310, 0.843], [3.119, 7.300, 1.474], [3.006, 8.585, 0.970], [2.191, 8.861, -0.138], [1.462, 7.866, -0.765], [1.552, 6.569, -0.264], [0.957, 5.401, -0.701], [1.398, 4.465, 0.095], [1.058, 3.037, 0.025], [1.728, 2.092, 0.785], [1.368, 0.757, 0.680], [0.390, 0.339, -0.115], [-0.255, 1.251, -0.843], [0.042, 2.601, -0.818], [2.675, 4.416, 1.782], [3.762, 7.082, 2.318], [3.564, 9.388, 1.435], [2.140, 9.877, -0.512], [0.842, 8.074, -1.628], [2.522, 2.362, 1.470], [1.887, -0.005, 1.247], [-1.058, 0.871, -1.469], [-0.503, 3.315, -1.421]], "atomic_forces_ev_per_a": [[-0.2, -0.1, 0.2], [-0.1, -0.1, -0.1], [-0.1, -0.2, 0.2], [0.1, 0.3, -0.4], [0.0, 0.0, 0.0], [0.0, -0.1, 0.0], [0.0, 0.1, -0.1], [0.1, 0.0, 0.0], [0.0, 0.0, 0.0], [0.1, -0.1, 0.0], [0.1, 0.5, -0.4], [-0.1, -0.2, 0.3], [0.1, 0.0, 0.2], [0.0, 0.0, 0.1], [0.0, -0.1, 0.0], [0.0, 0.1, 0.0], [0.0, -0.1, -0.1], [-0.2, 0.0, 0.1], [0.1, -0.1, -0.1], [0.0, -0.1, 0.0], [0.0, 0.1, 0.0], [0.0, -0.1, 0.0], [0.0, 0.0, 0.0], [0.1, 0.0, 0.1], [0.0, 0.0, 0.0], [0.0, 0.0, 0.0], [0.0, 0.0, 0.0], [0.0, 0.0, 0.0], [0.0, 0.0, 0.0], [0.0, 0.0, 0.0], [0.0, 0.0, 0.0], [0.0, 0.0, 0.0], [0.0, 0.0, 0.0], [0.0, 0.0, 0.0], [0.0, 0.0, 0.0], [0.0, 0.0, 0.0], [0.0, 0.0, 0.0], [-0.1, 0.0, 0.0], [0.0, 0.0, 0.1], [0.3, 0.0, -0.3], [-0.1, -0.1, 0.0], [0.0, 0.0, -0.1], [0.1, 0.0, 0.0], [0.0, 0.0, 0.0], [-0.1, 0.0, -0.1], [0.1, 0.0, 0.1], [0.0, 0.0, -0.1], [0.0, 0.0, 0.1], [0.0, 0.0, 0.1], [0.0, 0.0, 0.0], [0.0, 0.0, 0.0], [0.0, -0.1, 0.0], [0.0, 0.1, 0.1], [0.0, 0.0, 0.0], [0.1, 0.0, 0.1], [0.0, -0.1, -0.1], [0.0, 0.0, 0.0], [0.0, 0.0, 0.0], [0.0, 0.0, 0.0], [0.0, 0.0, 0.0], [0.0, 0.0, 0.0], [-0.1, 0.1, -0.1], [0.0, 0.0, 0.1], [0.0, 0.0, 0.0], [0.1, 0.1, 0.0], [0.0, -0.1, -0.1], [-0.1, 0.1, 0.0], [-0.1, -0.1, 0.1], [-0.1, 0.1, -0.1], [0.0, 0.0, 0.0], [0.0, 0.0, 0.0], [0.0, 0.0, 0.0], [0.0, 0.0, 0.0], [0.0, 0.0, 0.0], [0.0, 0.0, 0.0], [0.0, 0.0, 0.0], [0.0, 0.0, 0.0], [0.0, 0.0, 0.0]], "homo_lumo_gap_ev": 4.732, "homo_energy_ev": -0.996, "lumo_energy_ev": 3.74, "charge": -2, "mol_weight_g_mol": 683.610, "max_force_ha_per_bohr": 0.012}


{"formula": "C20H30IrN2OSi2Te", "method": "ωB97M-V/def2-TZVPD", "symbols": ["Ir", "C", "Si", "C", "C", "N", "C", "C", "C", "C", "C", "C", "N", "Si", "C", "C", "C", "H", "H", "H", "H", "H", "H", "H", "H", "H", "H", "H", "H", "H", "H", "H", "H", "H", "H", "H", "H", "H", "H", "O", "C", "Te", "C", "C", "C", "C", "C", "C", "C", "H", "H", "H", "H", "H", "H", "H", "H"], "coordinates": [[0.143, 1.315, 0.828], [1.836, 1.483, -2.245], [2.118, 0.010, -1.121], [0.950, -1.375, -1.615], [3.852, -0.627, -1.511], [1.909, 0.454, 0.539], [2.620, 0.139, 1.681], [3.975, -0.181, 1.781], [4.536, -0.459, 3.021], [3.759, -0.404, 4.173], [2.412, -0.077, 4.090], [1.829, 0.182, 2.850], [0.507, 0.500, 2.597], [-0.819, 0.400, 3.711], [-0.767, -1.215, 4.685], [-0.784, 1.843, 4.913], [-2.488, 0.404, 2.856], [1.996, 1.202, -3.291], [2.530, 2.289, -1.997], [0.824, 1.876, -2.137], [1.088, -1.648, -2.666], [-0.086, -1.068, -1.460], [1.124, -2.264, -1.004], [3.876, -0.910, -2.568], [4.114, -1.509, -0.924], [4.622, 0.132, -1.355], [4.592, -0.195, 0.894], [5.591, -0.700, 3.089], [4.205, -0.601, 5.141], [1.819, -0.010, 4.994], [0.025, -1.257, 5.432], [-0.628, -2.058, 4.004], [-1.721, -1.356, 5.202], [0.158, 1.882, 5.464], [-1.603, 1.796, 5.636], [-0.878, 2.776, 4.351], [-2.604, -0.463, 2.207], [-2.677, 1.310, 2.276], [-3.238, 0.339, 3.653], [-0.630, 2.736, 0.237], [-5.038, -0.441, -1.026], [-3.101, 0.513, -0.989], [-3.072, 0.077, -3.090], [-4.270, -0.786, -3.391], [-4.450, -1.335, -4.661], [-5.550, -2.125, -4.946], [-6.492, -2.377, -3.955], [-6.320, -1.834, -2.694], [-5.215, -1.037, -2.398], [-5.816, 0.293, -0.816], [-5.077, -1.210, -0.256], [-2.146, -0.442, -3.338], [-3.104, 1.000, -3.669], [-3.710, -1.138, -5.428], [-5.673, -2.547, -5.936], [-7.354, -2.997, -4.166], [-7.052, -2.030, -1.917]], "atomic_forces_ev_per_a": [[0.1, 0.0, 0.0], [0.0, 0.0, 0.0], [0.1, 0.0, 0.0], [0.0, 0.0, 0.0], [0.0, 0.0, 0.0], [-0.1, 0.0, 0.0], [0.0, 0.0, 0.0], [0.0, 0.0, 0.0], [0.0, 0.0, 0.0], [0.0, 0.0, 0.0], [0.0, 0.0, 0.0], [0.0, 0.0, 0.0], [-0.1, 0.1, -0.1], [0.0, 0.0, 0.0], [0.0, 0.0, 0.0], [0.0, 0.0, 0.0], [0.0, 0.1, 0.2], [0.0, 0.0, 0.0], [0.0, 0.0, 0.0], [0.0, 0.0, 0.0], [0.0, 0.0, 0.0], [0.0, 0.0, 0.0], [0.0, 0.0, 0.0], [0.0, 0.0, 0.0], [0.0, 0.0, 0.0], [0.0, 0.0, 0.0], [0.0, 0.0, 0.0], [0.0, 0.0, 0.0], [0.0, 0.0, 0.0], [0.0, 0.0, 0.0], [0.0, 0.0, 0.0], [0.0, 0.0, 0.0], [0.0, 0.0, 0.0], [0.0, 0.0, 0.0], [0.0, 0.0, 0.0], [0.0, 0.0, 0.0], [0.0, 0.0, -0.1], [0.1, 0.0, 0.0], [-0.1, 0.0, -0.1], [0.0, -0.1, 0.1], [0.1, 0.0, 0.0], [-0.1, -0.1, 0.1], [0.1, 0.0, -0.1], [0.0, 0.0, 0.0], [0.0, 0.0, 0.0], [0.0, 0.0, 0.0], [0.0, 0.0, 0.0], [0.0, 0.0, 0.0], [0.0, 0.0, 0.0], [0.0, 0.0, 0.0], [0.0, 0.0, 0.0], [0.0, 0.0, 0.0], [0.0, 0.0, 0.0], [0.0, 0.0, 0.0], [0.0, 0.0, 0.0], [0.0, 0.0, 0.0], [0.0, 0.0, 0.0]], "homo_lumo_gap_ev": [6.340, 6.342], "homo_energy_ev": [-3.949, -3.952], "lumo_energy_ev": [2.39, 2.39], "charge": -1, "mol_weight_g_mol": 690.462, "max_force_ha_per_bohr": 0.003}


{"formula": "CH10O5", "method": "ωB97M-V/def2-TZVPD", "symbols": ["C", "O", "H", "H", "O", "H", "H", "O", "H", "H", "O", "H", "H", "O", "H", "H"], "coordinates": [[2.886, -0.563, -1.967], [1.745, -0.241, -2.444], [3.056, -0.780, -0.864], [3.506, -1.084, -2.768], [-3.991, -1.414, -2.782], [-3.029, -1.147, -2.800], [-4.010, -1.683, -1.797], [-2.670, -0.554, 0.826], [-3.274, 0.175, 1.212], [-3.009, -1.140, 1.473], [2.624, 1.891, 0.548], [3.445, 1.634, 0.960], [2.387, 2.731, 0.953], [0.172, 0.655, 3.547], [0.575, 0.208, 2.722], [-0.414, 1.312, 3.184]], "atomic_forces_ev_per_a": [[-4.8, -1.6, -2.8], [4.4, -0.4, 2.6], [0.0, 1.0, -1.1], [0.4, 1.0, 1.2], [1.9, -0.3, 2.7], [-1.4, -0.2, -0.4], [-0.4, 0.5, -2.2], [-1.8, 2.9, 0.8], [1.6, -0.6, -1.7], [0.1, -2.2, 0.9], [-0.4, 0.0, -0.2], [0.4, 0.0, 0.2], [0.0, 0.0, 0.0], [1.3, -1.4, -1.8], [-1.0, 1.1, 1.9], [-0.3, 0.3, -0.2]], "homo_lumo_gap_ev": 10.458, "homo_energy_ev": -10.123, "lumo_energy_ev": 0.34, "mol_weight_g_mol": 102.086, "max_force_ha_per_bohr": 0.112}


{"formula": "C23H49N2O2P3Pt", "method": "ωB97M-V/def2-TZVPD", "symbols": ["Pt", "P", "P", "P", "H", "C", "C", "H", "C", "C", "C", "C", "C", "C", "C", "C", "C", "H", "H", "H", "H", "H", "H", "H", "H", "H", "H", "H", "H", "H", "H", "H", "H", "H", "H", "H", "H", "H", "H", "H", "H", "H", "H", "H", "H", "H", "C", "C", "C", "C", "C", "C", "O", "H", "H", "H", "H", "H", "H", "C", "N", "C", "C", "C", "N", "C", "C", "O", "H", "H", "H", "H", "H", "H", "H", "H", "H", "H", "H", "H"], "coordinates": [[0.170, -0.100, -0.229], [1.465, -0.918, 1.484], [1.268, 1.981, -0.466], [-0.970, -2.130, -0.598], [-0.966, 2.027, -9.193], [-1.894, 1.475, -9.007], [-3.028, 2.110, -8.682], [-3.067, 3.203, -8.598], [2.927, -1.837, 0.848], [2.245, 0.292, 2.620], [0.749, -2.046, 2.740], [0.436, 3.118, -1.620], [1.627, 3.152, 0.896], [2.926, 1.693, -1.192], [-2.370, -2.052, -1.763], [-1.757, -3.048, 0.782], [0.180, -3.342, -1.342], [-1.896, 0.411, -9.272], [-3.994, 1.591, -8.672], [3.569, -2.150, 1.684], [3.502, -1.187, 0.178], [2.604, -2.722, 0.288], [2.851, -0.234, 3.373], [1.458, 0.846, 3.148], [2.899, 0.989, 2.085], [1.309, -2.994, 2.781], [-0.294, -2.281, 2.518], [0.774, -1.583, 3.740], [0.869, 4.126, -1.539], [-0.627, 3.154, -1.347], [0.529, 2.763, -2.654], [2.557, 3.698, 0.676], [1.745, 2.654, 1.862], [0.803, 3.875, 0.971], [3.377, 2.655, -1.471], [2.836, 1.065, -2.086], [3.574, 1.188, -0.463], [-2.983, -2.959, -1.663], [-2.011, -1.972, -2.796], [-2.979, -1.168, -1.532], [-2.621, -3.605, 0.400], [-2.119, -2.347, 1.544], [-1.053, -3.761, 1.223], [-0.396, -4.136, -1.835], [0.822, -3.784, -0.569], [0.805, -2.839, -2.088], [-1.092, 0.637, -3.061], [0.046, 0.199, -3.787], [-0.024, 0.094, -5.167], [-1.208, 0.441, -5.839], [-2.323, 0.918, -5.133], [-2.271, 1.048, -3.759], [-1.150, 0.672, -1.759], [1.201, -0.616, -1.367], [0.943, -0.069, -3.222], [0.850, -0.254, -5.714], [-1.256, 0.366, -6.916], [-3.236, 1.193, -5.664], [-3.100, 1.412, -3.154], [-0.719, 2.628, 3.437], [-1.521, 1.451, 3.670], [-1.439, 0.817, 4.962], [-2.789, 0.247, 5.311], [-3.228, -0.709, 4.234], [-3.092, -0.115, 2.925], [-3.976, -0.576, 1.884], [-2.212, 0.894, 2.614], [-2.033, 1.263, 1.429], [-1.182, 3.502, 3.923], [-0.657, 2.806, 2.359], [0.288, 2.510, 3.861], [-0.683, 0.009, 4.943], [-1.123, 1.566, 5.699], [-3.519, 1.064, 5.385], [-2.732, -0.263, 6.273], [-4.276, -0.987, 4.388], [-2.623, -1.634, 4.289], [-4.206, -1.633, 2.035], [-4.920, -0.011, 1.900], [-3.521, -0.430, 0.896]], "atomic_forces_ev_per_a": [[-0.1, 0.1, -0.3], [1.0, -0.1, 0.9], [1.2, 0.6, 0.0], [0.1, -1.2, 0.1], [-0.2, -0.2, 0.3], [3.4, -1.9, -1.7], [-3.8, 2.2, 0.3], [0.1, -0.3, 0.2], [-0.4, 0.2, -0.2], [0.0, 0.1, -0.1], [-0.5, -0.3, 0.1], [-0.4, -0.3, -0.1], [-0.1, 0.0, 0.4], [-0.2, 0.1, 0.0], [0.0, 0.5, -0.2], [-0.1, 0.1, 0.1], [-0.2, 0.0, -0.1], [0.0, 0.3, 0.2], [0.3, 0.1, 0.2], [-0.3, 0.1, -0.2], [-0.1, -0.2, 0.1], [0.1, 0.2, 0.1], [-0.2, 0.0, -0.3], [0.2, -0.1, -0.2], [-0.1, -0.2, 0.1], [-0.1, 0.4, 0.0], [0.3, 0.0, 0.1], [0.2, -0.1, -0.4], [0.0, -0.4, 0.0], [0.2, 0.1, -0.1], [0.0, 0.1, 0.2], [-0.3, -0.2, 0.0], [0.0, 0.2, -0.3], [0.2, -0.2, 0.0], [-0.1, -0.2, 0.1], [0.1, 0.1, 0.2], [-0.1, 0.1, -0.2], [0.3, 0.3, -0.1], [-0.1, 0.0, 0.2], [0.0, -0.3, -0.1], [0.3, 0.1, 0.1], [0.1, -0.3, -0.1], [-0.2, 0.1, 0.0], [0.2, 0.1, 0.2], [-0.2, 0.1, -0.2], [-0.1, -0.2, 0.2], [-0.3, 0.1, 2.0], [0.5, -0.3, -0.8], [0.4, 0.0, 0.7], [-0.1, 0.2, 0.5], [-0.3, 0.2, 0.3], [-0.3, -0.1, -0.5], [-0.3, 0.1, -1.6], [0.3, -0.2, -0.2], [-0.3, 0.1, -0.4], [-0.2, 0.1, 0.0], [0.1, -0.2, -0.1], [0.2, -0.1, 0.2], [0.1, 0.0, -0.3], [0.2, 0.4, -0.6], [0.5, 0.0, 0.0], [0.0, 0.0, 0.9], [-0.3, 0.3, 0.3], [-0.2, -0.4, 0.8], [0.1, 0.3, 0.1], [-0.2, -0.3, -0.8], [0.3, 0.4, -2.9], [-0.3, -0.4, 2.2], [0.0, -0.2, 0.0], [-0.1, 0.0, 0.4], [-0.4, -0.1, 0.1], [0.0, 0.3, -0.1], [0.0, -0.2, -0.2], [0.1, -0.2, 0.2], [-0.1, 0.0, 0.0], [0.2, -0.1, -0.2], [-0.2, 0.1, -0.2], [0.0, 0.2, 0.2], [0.2, 0.0, 0.2], [-0.1, 0.1, 0.4]], "s2": 6.076, "homo_lumo_gap_ev": [5.816, 4.281], "homo_energy_ev": [-16.849, -19.631], "lumo_energy_ev": [-11.03, -15.35], "multiplicity": 5, "charge": 4, "mol_weight_g_mol": 673.657, "max_force_ha_per_bohr": 0.085}


The records above give, respectively, relative energy (zero: lowest compared OMol25 entry of this formula, charge and spin) values of 216.9, 45.8, 191.2, 0.0 kJ/mol.